Molecular formula: C16H16N2O5Pd
Method: DFT, the ωB97M-V functional and the def2-TZVPD basis

```
40
Properties=species:S:1:pos:R:3:forces:R:3
Pd -0.529 -0.689 0.806 3.7 2.5 -1.8
O -3.003 -3.655 2.485 -0.4 -0.1 0.0
C -2.226 -3.246 1.492 0.7 0.0 -0.1
O -1.075 -2.897 1.654 -0.6 -0.6 0.1
C -2.895 -3.387 0.136 0.0 0.2 0.0
O -2.463 -2.424 -0.791 -0.2 0.0 -0.1
C -3.193 -1.197 -0.794 0.3 0.0 0.1
C -2.638 -0.288 0.313 -1.7 -0.4 -0.1
O -2.036 0.771 -0.025 0.8 -0.8 0.1
O -2.744 -0.702 1.504 -0.2 0.0 0.1
H -2.540 -3.520 3.323 0.2 0.0 0.0
H -3.979 -3.378 0.264 0.0 0.0 0.0
H -2.592 -4.356 -0.267 0.0 -0.1 0.1
H -4.262 -1.375 -0.655 0.0 0.0 0.0
H -3.011 -0.745 -1.766 0.0 0.0 0.0
C 0.667 0.712 -1.904 -0.2 0.2 0.0
N 0.946 -0.081 -0.716 -1.0 -0.1 1.4
C 2.162 -0.223 -0.305 0.1 -0.1 0.2
C 2.399 -0.849 0.930 0.3 0.1 -0.1
C 3.553 -1.283 1.594 0.0 0.0 -0.1
C 3.121 -1.861 2.785 -0.1 0.0 0.0
C 1.723 -1.758 2.800 0.0 0.0 0.2
N 1.300 -1.137 1.699 -1.3 -0.5 -0.2
C 0.799 2.217 -1.708 0.0 -0.1 0.1
C 1.224 3.003 -2.772 0.0 0.0 0.0
C 1.317 4.382 -2.643 0.0 0.0 -0.1
C 0.967 4.991 -1.449 0.0 0.0 0.0
C 0.554 4.212 -0.378 0.0 0.0 0.0
C 0.485 2.833 -0.500 0.0 0.0 -0.1
H -0.350 0.478 -2.224 0.0 0.0 0.0
H 1.350 0.412 -2.704 0.0 -0.1 0.0
H 2.997 0.157 -0.893 -0.1 -0.1 -0.1
H 4.568 -1.192 1.241 0.0 0.0 0.0
H 3.728 -2.313 3.552 0.0 0.0 0.0
H 1.034 -2.112 3.550 0.0 0.0 -0.1
H 1.488 2.534 -3.714 0.0 0.0 0.0
H 1.666 4.980 -3.475 0.0 0.0 0.0
H 1.025 6.068 -1.349 0.0 0.0 0.0
H 0.274 4.678 0.558 0.0 0.0 0.0
H 0.185 2.239 0.348 -0.1 -0.1 0.1
```
Positions in Å, forces in eV/Å.

Summary:
HOMO-LUMO gap (alpha / beta) = 6.57 / 6.53 eV
HOMO energy (alpha / beta) = -8.0 / -8.1 eV



Molecular formula: C16H16N2OS
Method: DFT, the ωB97M-V functional and the def2-TZVPD basis

```
36
Properties=species:S:1:pos:R:3:forces:R:3
C 0.265 4.170 0.775 1.8 2.5 3.5
C -0.869 3.396 0.317 -2.3 -0.7 -1.1
C -0.960 1.982 0.813 1.5 -0.5 0.7
N -1.452 1.773 1.988 -0.9 -0.5 0.7
N -1.404 0.529 2.563 1.3 -0.5 1.6
C -2.101 0.281 3.879 -1.5 0.7 -1.8
C -3.493 -0.380 3.454 -0.2 1.4 -1.0
C -0.574 -0.498 2.136 -0.7 -0.4 -1.8
O -0.512 -1.660 2.490 -0.6 -0.4 2.4
C 0.047 -0.250 0.885 0.7 0.6 -2.9
C 0.679 -1.267 0.054 0.4 2.0 -0.3
C 1.078 -0.834 -1.184 -0.7 1.1 1.3
C 1.761 -1.595 -2.261 -1.4 1.0 1.6
C 1.739 -0.978 -3.492 0.4 -1.1 -1.0
C 2.049 -1.734 -4.598 0.8 0.0 -1.2
C 2.500 -3.033 -4.441 0.3 -0.8 0.0
C 2.622 -3.633 -3.175 -1.5 1.3 -0.2
C 2.155 -2.909 -2.044 1.4 -0.8 -1.5
S 0.526 0.904 -1.394 0.4 -1.4 0.3
C -0.150 0.924 0.202 -0.4 0.3 0.1
H 1.253 3.876 0.457 0.2 -0.5 -0.1
H 0.312 4.372 1.963 -0.2 -0.8 -2.6
H 0.101 5.168 0.380 0.3 0.3 -0.1
H -1.758 4.037 0.512 0.1 -1.0 0.1
H -0.808 3.339 -0.770 -0.1 0.0 -0.3
H -2.057 1.231 4.504 -0.7 -1.2 -1.1
H -1.640 -0.497 4.427 1.3 -0.6 0.3
H -3.502 -1.489 3.284 0.7 1.0 0.4
H -4.230 -0.151 4.230 -0.2 0.0 -0.3
H -3.791 0.092 2.431 0.2 -0.7 2.0
H 0.898 -2.220 0.433 0.1 -1.1 0.4
H 1.461 0.038 -3.607 -0.4 0.7 0.0
H 2.036 -1.371 -5.643 -0.2 0.2 0.9
H 2.752 -3.576 -5.366 -0.1 0.1 0.7
H 2.838 -4.679 -3.144 0.5 -0.4 0.4
H 2.231 -3.362 -1.057 -0.3 0.2 -0.2
```
Positions in Å, forces in eV/Å.

Summary:
Structure (SMILES) = CCc1nn(CC)c(=O)c2cc(-c3ccccc3)sc12
Energy relative to the best compared isomer or geometry (same formula, charge and spin) = 249.5 kJ/mol
HOMO-LUMO gap = 8.22 eV
HOMO energy = -8.2 eV



Molecular formula: C16H16N2OS
Method: DFT, the ωB97M-V functional and the def2-TZVPD basis

```
36
Properties=species:S:1:pos:R:3:forces:R:3
C 2.593 1.489 2.590 0.0 0.0 0.3
O 2.379 1.490 1.202 -0.1 -0.1 -0.4
C 2.777 0.403 0.480 0.2 -0.1 -0.3
C 3.447 -0.691 1.013 -0.1 0.2 0.3
C 3.815 -1.748 0.197 0.0 -0.1 -0.1
C 3.530 -1.725 -1.154 0.0 -0.1 -0.1
C 2.867 -0.634 -1.689 0.1 0.1 0.2
C 2.479 0.429 -0.892 0.2 0.2 0.1
C 1.749 1.606 -1.483 0.2 0.0 0.1
N 0.318 1.559 -1.527 -0.3 0.4 -0.1
C -0.471 0.716 -1.038 0.5 -0.6 0.3
N -1.814 0.927 -1.263 -0.6 0.2 -0.4
C -2.877 0.398 -0.546 -0.3 -0.3 0.3
C -4.029 1.153 -0.341 0.1 0.0 -0.1
C -5.089 0.622 0.368 0.0 -0.1 0.0
C -5.008 -0.658 0.891 -0.1 0.0 0.1
C -3.870 -1.417 0.680 0.0 0.1 -0.1
C -2.811 -0.909 -0.054 0.0 0.1 0.0
C -1.597 -1.706 -0.376 0.4 0.4 -0.1
S -0.076 -0.737 -0.056 -0.2 -0.1 -0.1
H 2.171 2.425 2.953 0.0 -0.1 0.0
H 2.081 0.650 3.074 0.0 0.0 0.0
H 3.660 1.456 2.835 -0.1 0.0 0.0
H 3.684 -0.735 2.064 0.0 0.0 0.1
H 4.331 -2.593 0.629 0.0 -0.1 0.0
H 3.820 -2.549 -1.788 0.0 -0.1 0.0
H 2.634 -0.606 -2.744 0.0 0.0 -0.1
H 2.004 2.511 -0.919 0.1 -0.1 -0.2
H 2.071 1.756 -2.520 0.1 0.0 0.2
H -1.982 1.825 -1.699 0.1 -0.1 0.0
H -4.082 2.157 -0.739 0.0 0.1 0.0
H -5.979 1.214 0.520 -0.1 0.1 0.0
H -5.832 -1.067 1.456 -0.1 0.0 0.1
H -3.805 -2.422 1.071 0.0 -0.1 0.0
H -1.514 -2.601 0.238 0.0 0.0 0.0
H -1.575 -1.987 -1.432 -0.1 -0.1 0.1
```
Positions in Å, forces in eV/Å.

Summary:
Structure (SMILES) = COc1ccccc1C/N=C1/Nc2ccccc2CS1
Energy relative to the best compared isomer or geometry (same formula, charge and spin) = 110.2 kJ/mol
HOMO-LUMO gap = 8.60 eV
HOMO energy = -7.9 eV



Molecular formula: C16H16N4O5Pt
Method: DFT, the ωB97M-V functional and the def2-TZVPD basis

```
42
Properties=species:S:1:pos:R:3:forces:R:3
Pt -0.195 0.643 -0.803 -0.3 0.6 0.0
O -2.008 -4.034 1.222 0.0 -0.2 0.0
C -3.075 -3.685 0.484 -0.1 0.2 -0.1
C -4.118 -4.600 0.341 0.1 0.0 0.1
C -5.261 -4.262 -0.354 0.1 0.0 0.1
C -5.386 -3.008 -0.936 -0.1 0.1 -0.1
C -4.333 -2.120 -0.860 0.1 0.0 0.1
C -3.170 -2.438 -0.158 0.1 -0.2 -0.1
C -2.051 -1.474 -0.160 0.6 -0.1 0.6
O -1.986 -0.621 -1.106 0.2 1.0 -0.2
N -1.169 -1.558 0.826 -0.9 -1.3 0.4
N -0.321 -0.526 0.919 1.3 0.7 -0.4
C 0.658 -0.524 1.782 -0.9 -0.5 -0.2
C 1.469 0.598 2.100 0.5 0.9 -0.5
C 2.476 0.428 3.070 -0.1 0.0 0.0
C 3.347 1.428 3.410 0.2 0.0 0.1
C 3.269 2.662 2.750 0.0 -0.2 0.0
C 2.318 2.871 1.791 -0.3 0.1 0.0
C 1.339 1.890 1.465 0.8 -0.5 0.8
O 0.391 2.213 0.674 -0.8 0.0 -1.2
H -1.429 -3.242 1.288 0.0 0.1 0.1
H -4.010 -5.569 0.802 0.0 -0.1 0.1
H -6.063 -4.981 -0.435 -0.1 0.0 0.0
H -6.300 -2.734 -1.443 0.0 0.0 -0.1
H -4.382 -1.148 -1.331 0.0 0.0 0.0
H 0.876 -1.450 2.315 -0.3 0.0 0.1
H 2.531 -0.521 3.584 0.0 -0.2 0.0
H 4.090 1.275 4.179 0.0 -0.1 0.0
H 3.959 3.452 3.013 0.1 0.1 0.0
H 2.225 3.835 1.307 0.0 0.0 -0.1
C 4.436 2.084 -2.309 0.3 -0.2 0.2
O 3.215 2.670 -2.755 -0.7 0.1 -0.1
C 2.095 2.069 -2.346 0.3 0.0 -0.2
O 2.065 1.104 -1.613 -0.2 -0.2 0.3
N 1.005 2.655 -2.916 -0.2 0.5 -0.3
N -0.278 2.278 -2.511 0.0 -0.4 0.5
H 5.221 2.688 -2.754 0.0 0.0 0.0
H 4.507 1.051 -2.649 0.0 0.1 0.0
H 4.494 2.110 -1.220 0.0 0.0 -0.1
H 1.154 3.530 -3.410 -0.2 -0.3 0.2
H -0.853 1.964 -3.291 0.2 0.2 0.1
H -0.751 2.998 -1.961 0.2 -0.1 -0.3
```
Positions in Å, forces in eV/Å.

Summary:
Energy relative to the best compared isomer or geometry (same formula, charge and spin) = 17.7 kJ/mol
HOMO-LUMO gap (alpha / beta) = 7.02 / 6.21 eV
HOMO energy (alpha / beta) = -7.2 / -7.3 eV
Multiplicity = 3